Below is a 7-piece molecular cluster, C40H76N9O7 overall in a non-equilibrium geometry, with properties calculated with ωB97M-V/def2-TZVPD.

Values from the calculation:
M   795.10 g/mol
Total charge   +7
Lowest unoccupied orbital energy   -0.56876 Eh
E   -2586.11778 Eh
Highest occupied orbital energy   -23.9 eV
HOMO-LUMO gap   8.458 eV

XYZ file:
```
132
Properties=species:S:1:pos:R:3:forces:R:3
C 0.395 1.426 -2.750 -0.1 -0.5 0.2
N 1.766 1.247 -3.229 0.8 0.6 -0.5
C 2.301 2.163 -4.086 -0.6 -0.8 0.4
C 3.556 1.978 -4.599 0.0 0.2 0.2
C 4.348 0.924 -4.166 0.6 -0.3 0.3
C 3.798 0.021 -3.247 -0.1 0.2 -0.3
C 2.500 0.201 -2.825 0.1 0.1 0.1
C 5.773 0.867 -4.654 -1.2 0.1 -1.0
C 6.034 1.124 -6.008 1.1 -0.2 0.6
C 7.382 1.118 -6.417 -2.5 0.1 -0.5
N 8.341 0.880 -5.549 1.6 0.1 -0.6
C 8.101 0.629 -4.265 -0.1 -0.3 0.5
C 6.818 0.594 -3.798 -0.1 0.0 0.7
C 9.736 0.736 -6.045 0.9 -0.5 -0.2
H 0.374 2.140 -1.927 0.2 0.3 -0.4
H 0.052 0.475 -2.341 -0.1 0.0 -0.3
H -0.203 1.711 -3.611 -0.2 0.1 0.2
H 1.643 2.983 -4.331 0.1 0.1 -0.2
H 3.970 2.677 -5.298 -0.1 0.4 -0.2
H 4.325 -0.853 -2.904 0.2 0.0 0.0
H 2.010 -0.462 -2.132 0.0 -0.2 0.0
H 5.256 1.277 -6.745 0.1 0.1 0.0
H 7.596 1.260 -7.467 0.5 0.1 0.1
H 8.939 0.404 -3.628 0.3 0.1 0.0
H 6.655 0.391 -2.745 0.0 0.0 -0.1
H 9.861 0.986 -7.099 -0.5 0.2 0.2
H 9.982 -0.319 -5.945 0.1 -0.1 0.0
H 10.474 1.304 -5.475 -0.5 0.2 0.2
C -2.985 -3.118 -1.736 -0.6 -0.1 1.0
N -4.018 -2.774 -0.674 0.9 -0.7 0.5
C -5.323 -2.667 -0.978 1.3 -0.4 -0.7
C -6.244 -2.415 -0.025 -1.1 0.3 1.0
C -5.897 -2.229 1.331 -0.2 -0.4 -1.0
C -4.511 -2.254 1.586 -1.4 -0.2 1.1
C -3.618 -2.585 0.612 0.0 0.1 -0.8
C -7.006 -2.064 2.339 1.4 1.5 0.9
C -6.875 -1.039 3.324 -0.6 -1.0 -1.0
C -7.930 -0.795 4.191 1.2 0.5 -0.1
N -9.038 -1.518 4.156 -0.8 -1.5 -0.4
C -9.159 -2.541 3.271 0.6 0.4 0.1
C -8.154 -2.816 2.345 -1.3 -0.5 0.3
C -10.213 -1.243 5.046 -0.2 -0.2 -0.5
H -2.065 -2.761 -1.273 0.1 0.2 -0.8
H -3.338 -2.635 -2.641 0.6 0.2 0.0
H -2.893 -4.190 -1.946 -0.4 0.1 0.5
H -5.558 -2.817 -2.020 -0.3 -0.1 -0.1
H -7.257 -2.350 -0.381 -0.4 0.0 0.2
H -4.140 -2.146 2.599 0.0 0.0 0.0
H -2.577 -2.666 0.884 0.2 -0.1 -0.5
H -5.984 -0.427 3.317 -0.2 0.1 0.3
H -7.875 -0.005 4.923 -0.1 0.1 0.1
H -10.065 -3.142 3.302 0.1 0.2 0.1
H -8.399 -3.642 1.686 0.5 0.1 -0.2
H -11.072 -1.452 4.404 -0.1 0.6 0.3
H -10.145 -0.206 5.373 -0.3 -0.2 0.1
H -10.282 -1.962 5.864 0.5 0.2 0.1
C 1.889 3.181 2.505 -0.1 0.1 -0.3
C 1.473 3.828 1.188 0.3 0.0 0.5
C 2.546 3.503 0.168 0.1 0.1 -2.1
O 2.162 3.582 -1.237 -0.4 0.4 1.1
C 2.046 4.967 -1.710 0.1 -0.5 1.5
N 0.100 3.273 0.755 2.0 1.4 -0.3
H -0.531 3.673 1.436 -0.7 -0.6 0.1
H -0.073 3.657 -0.162 -0.3 0.4 -0.5
H 0.204 2.274 0.624 -0.5 -1.1 0.6
H 2.937 3.434 2.667 -0.1 0.1 0.3
H 1.840 2.096 2.418 -0.1 -0.2 0.0
H 1.298 3.528 3.350 0.1 0.1 0.1
H 1.322 4.900 1.329 0.0 0.0 -0.2
H 2.886 2.473 0.319 0.0 0.1 0.0
H 3.383 4.195 0.245 0.1 -0.1 0.7
H 2.956 5.545 -1.505 0.2 -0.4 -0.7
H 1.326 5.509 -1.085 -0.5 -0.1 -0.4
H 1.733 4.853 -2.735 0.1 0.6 -0.2
C -5.342 1.093 -2.810 0.8 0.0 0.0
C -4.035 0.364 -2.598 1.6 -0.3 -0.2
C -3.183 0.202 -3.891 -0.9 -0.2 0.7
O -2.058 -0.583 -3.649 0.4 -0.8 0.2
C -1.346 -1.100 -4.839 -1.8 1.3 0.2
N -3.127 1.053 -1.536 -1.5 -0.1 -0.3
H -2.313 0.500 -1.301 0.9 -0.3 -0.2
H -2.935 2.005 -1.820 0.3 0.3 -0.1
H -3.659 1.092 -0.677 -0.3 0.3 0.4
H -5.899 0.516 -3.550 -0.2 0.2 0.1
H -5.155 2.088 -3.215 -0.2 0.1 0.0
H -5.890 1.155 -1.877 -0.3 0.1 0.0
H -4.183 -0.604 -2.110 -0.1 0.0 -0.4
H -2.856 1.174 -4.267 -0.5 0.3 -0.3
H -3.916 -0.276 -4.545 0.3 0.1 -0.7
H -2.025 -1.675 -5.483 0.2 -0.3 0.5
H -0.555 -1.692 -4.408 0.4 0.0 -0.4
H -1.113 -0.220 -5.459 0.8 -0.4 0.2
C 3.221 -3.119 3.382 0.3 1.3 -0.1
C 3.162 -2.738 1.923 -0.3 0.3 -0.8
C 3.566 -1.288 1.654 -1.2 -0.3 0.1
O 4.803 -1.060 2.226 0.5 1.7 -0.6
C 5.309 0.292 1.862 -1.4 -1.1 1.1
N 4.131 -3.624 1.135 -0.6 0.2 0.2
H 4.006 -3.622 0.131 -0.4 0.1 -0.4
H 5.075 -3.286 1.265 0.7 -0.2 0.6
H 4.002 -4.579 1.451 0.5 -0.5 0.1
H 3.178 -4.200 3.480 0.2 0.0 0.6
H 2.401 -2.622 3.919 -0.1 -0.5 -0.3
H 4.099 -2.581 3.753 0.3 -1.0 0.5
H 2.159 -2.938 1.544 0.1 0.0 -0.4
H 2.730 -0.673 2.025 0.3 0.2 0.5
H 3.526 -1.035 0.586 0.4 -0.3 -0.4
H 4.632 1.064 2.247 0.0 -0.2 0.6
H 5.167 0.422 0.794 1.1 -0.2 -0.4
H 6.272 0.372 2.361 0.1 0.1 -0.7
C -1.925 -1.251 4.743 0.5 -0.4 0.0
C -0.930 -0.140 4.865 0.4 1.2 0.6
C 0.552 -0.537 4.870 -1.2 0.0 0.7
O 1.340 0.567 5.169 0.2 0.1 -0.6
C 2.700 0.165 5.470 -0.7 1.1 1.7
N -1.047 0.840 3.667 0.1 0.1 1.1
H -0.731 1.773 3.889 0.6 0.3 0.7
H -0.371 0.472 3.011 -0.3 -0.2 -1.2
H -2.012 0.988 3.409 -0.3 -0.6 -0.7
H -2.949 -0.888 4.738 -0.1 0.0 -0.3
H -1.842 -1.881 5.629 0.0 0.0 0.1
H -1.657 -1.879 3.896 -0.4 -0.2 -0.3
H -1.184 0.480 5.718 0.2 0.0 0.3
H 0.733 -0.918 3.855 0.4 -0.5 0.1
H 0.658 -1.285 5.664 0.1 -0.4 -0.4
H 3.122 1.000 6.035 0.1 0.1 -0.5
H 3.268 -0.034 4.574 0.2 -0.4 -0.1
H 2.644 -0.598 6.257 0.3 -0.5 -0.7
N -0.212 -0.676 0.676 -0.7 0.0 -0.3
O -0.015 -1.594 1.486 -0.1 0.9 -0.7
O -1.195 -0.724 -0.129 0.6 0.1 0.6
O 0.541 0.345 0.641 -0.2 -0.3 0.3
```
Forces are in eV/Å.